1.
The following is a DFT calculation (ωB97M-V/def2-TZVPD) of a gas-phase ion, C5H10N3 (charge +1) at a distorted geometry.

Values from the calculation:
F_max (eV/A): 4.2
Calculated total energy (eV): -9809.327
Gap between HOMO and LUMO (eV): 8.8764
Total charge: +1
LUMO level (eV): -4.5
SMILES string: [H]/N=C/N/C=C\C(C)=[NH2+]

Last column: Löwdin charge in e.
CARTESIAN COORDINATES (ANGSTROEM)
1 H 1.68464 2.34147 -0.65897  0.07
2 N 1.52845 1.44915 -0.31476  0.14
3 C 2.37240 0.55614 -0.20385  -0.23
4 N 2.06312 -0.69877 0.22762  0.06
5 C 0.93169 -1.37581 0.46536  -0.06
6 C -0.35651 -1.01801 0.46162  -0.01
7 C -1.20500 0.10599 0.19777  -0.28
8 C -2.57252 -0.25882 -0.34663  0.00
9 N -0.91027 1.34462 0.48280  0.20
10 H 3.41907 0.51948 -0.63495  0.16
11 H 2.92601 -1.17856 0.58195  0.18
12 H 1.19933 -2.33468 0.69760  0.12
13 H -0.85770 -1.90819 0.18813  0.10
14 H -3.43174 -0.41979 0.25402  0.09
15 H -2.54805 -1.21703 -0.90264  0.10
16 H -2.67149 0.43473 -1.27836  0.14
17 H -1.62268 1.93861 0.13612  0.12
18 H 0.05127 1.71947 0.64717  0.11

2.
The following is a DFT calculation (ωB97M-V/def2-TZVPD) of 2 unconnected molecules or ions with the total composition C2H6N3S2 at a distorted geometry.

Values from the calculation:
F_max (eV/A): 3.2
Calculated total energy (eV): -28300.595
2S+1: 3
Expectation value of S²: 2.0073
Gap between HOMO and LUMO (alpha / beta) (eV): 7.8510 / 7.3482
Total charge: +1
LUMO level (alpha / beta) (eV): -3.3 / -7.0

Last column: Löwdin spin population.
CARTESIAN COORDINATES (ANGSTROEM)
1 C 2.53846 1.89865 0.04676  0.03
2 C 1.97277 -0.39189 -0.05700  0.47
3 N 1.28342 1.70577 0.10381  0.03
4 N 0.93403 0.35421 0.04736  0.03
5 N -1.73589 0.13572 0.14592  0.00
6 S 3.46594 0.38733 0.06318  0.04
7 S 1.68249 -2.62303 -0.10533  1.33
8 H 2.90766 2.84832 0.11423  0.00
9 H -1.81966 0.50711 1.09397  0.00
10 H -0.54701 0.03418 -0.18874  0.00
11 H -2.26877 0.52419 -0.61352  0.00
12 H -1.99526 -0.85257 0.11314  0.00
13 H 2.88732 -2.97546 0.45837  0.05

3.
The following is a DFT calculation (ωB97M-V/def2-TZVPD) of 2 unconnected molecules or ions with the total composition C3H4O3 at a distorted geometry.

Values from the calculation:
F_max (eV/A): 3.0
Calculated total energy (eV): -9315.538
Gap between HOMO and LUMO (eV): 10.4547
Total charge: 0
LUMO level (eV): 0.7
SMILES string: C#CO.O=CO

Last column: Löwdin charge in e.
CARTESIAN COORDINATES (ANGSTROEM)
1 C 3.37236 -0.23139 -0.41277  0.08
2 C 2.21809 -0.07900 -0.10234  -0.24
3 O 0.92446 -0.19622 0.34390  -0.02
4 H 4.14929 -0.26890 -1.15242  0.03
5 H 0.57533 0.66607 0.71110  0.09
6 O -1.12146 1.14200 0.94150  0.05
7 C -1.87860 0.89922 0.04071  -0.36
8 O -1.48156 0.66663 -1.19070  0.12
9 H -2.98253 0.81720 0.22088  0.16
10 H -0.58241 0.40336 -1.23694  0.09

4.
The following is a DFT calculation (ωB97M-V/def2-TZVPD) of a molecular structure, CHCl3N2 at a distorted geometry.

Values from the calculation:
F_max (eV/A): 3.4
Calculated total energy (eV): -41593.795
2S+1: 3
Expectation value of S²: 2.0166
Gap between HOMO and LUMO (alpha / beta) (eV): 7.2609 / 7.2906
Total charge: 0
LUMO level (alpha / beta) (eV): 0.3 / -2.8

Last column: Löwdin spin population.
CARTESIAN COORDINATES (ANGSTROEM)
1 C -0.62275 -0.00911 0.12839  0.42
2 N -0.73723 1.12217 -0.34764  0.07
3 N 1.19881 -0.76738 -0.05944  0.90
4 Cl -1.59808 -1.25584 0.74631  0.12
5 Cl -2.19554 1.99077 -0.66100  0.18
6 Cl 2.54102 0.17958 -0.57121  0.29
7 H 1.41376 -1.26018 0.76459  0.03